1.
ORCA calculation (ωB97M-V/def2-TZVPD) on C30H36CaN3O6PS2 as an isolated structure.

XYZ file:
```
79
Properties=species:S:1:pos:R:3:nbo_charge:R:1
Ca 1.071 0.691 0.739 1.797
O -1.556 3.373 2.490 -0.960
S -0.841 2.130 2.423 2.405
O -1.207 1.290 1.261 -1.105
O 0.631 2.281 2.397 -1.077
C -1.363 1.176 3.843 -0.247
C -2.482 1.708 4.483 -0.201
C -3.089 1.035 5.526 -0.210
C -2.586 -0.185 5.940 -0.198
C -1.473 -0.720 5.317 -0.189
C -0.842 -0.057 4.267 -0.338
S 0.671 -0.876 3.704 2.427
O 1.739 -0.032 4.191 -0.996
O 0.608 -2.197 4.277 -0.976
O 0.632 -0.945 2.220 -1.133
H -2.863 2.656 4.139 0.251
H -3.955 1.471 6.007 0.216
H -3.052 -0.727 6.753 0.216
H -1.062 -1.667 5.630 0.256
N -0.572 2.031 -1.334 -0.892
C -0.853 1.542 -2.624 0.145
C -0.876 2.407 -3.713 -0.263
C -1.093 1.922 -4.993 -0.181
C -1.305 0.567 -5.195 -0.244
C -1.279 -0.300 -4.113 -0.199
C -1.041 0.164 -2.824 -0.310
P -0.771 -0.930 -1.380 0.746
C -2.340 -0.845 -0.454 -0.368
C -3.451 -0.130 -0.885 -0.227
C -4.573 -0.034 -0.072 -0.198
C -4.590 -0.659 1.165 -0.199
C -3.487 -1.387 1.596 -0.221
C -2.362 -1.471 0.793 -0.125
C -0.874 -2.591 -2.146 -0.243
C -2.078 -3.274 -2.286 -0.220
C -2.111 -4.517 -2.901 -0.208
C -0.942 -5.088 -3.385 -0.203
C 0.263 -4.415 -3.246 -0.200
C 0.295 -3.177 -2.624 -0.233
H -0.547 3.043 -1.320 0.387
H -1.215 1.732 -0.603 0.434
H -0.732 3.469 -3.548 0.211
H -1.107 2.608 -5.830 0.218
H -1.484 0.187 -6.192 0.219
H -1.427 -1.359 -4.279 0.225
H -3.440 0.356 -1.854 0.218
H -5.432 0.533 -0.405 0.214
H -5.459 -0.570 1.803 0.215
H -3.488 -1.862 2.568 0.223
H -1.479 -1.989 1.151 0.229
H -2.993 -2.832 -1.909 0.229
H -3.052 -5.041 -3.002 0.218
H -0.968 -6.058 -3.865 0.217
H 1.179 -4.860 -3.613 0.215
H 1.238 -2.658 -2.505 0.207
C 3.699 1.946 2.579 -0.431
N 3.596 0.993 1.468 -0.513
C 3.987 -0.343 1.940 -0.448
C 4.457 1.427 0.370 -0.237
C 4.148 0.724 -0.936 -0.236
N 2.774 0.956 -1.405 -0.497
C 2.603 2.367 -1.780 -0.434
C 2.566 0.124 -2.596 -0.423
H 4.734 2.004 2.945 0.170
H 3.047 1.633 3.390 0.263
H 3.384 2.934 2.244 0.201
H 5.055 -0.364 2.202 0.177
H 3.806 -1.099 1.175 0.189
H 3.406 -0.601 2.821 0.260
H 5.516 1.251 0.610 0.190
H 4.331 2.504 0.247 0.203
H 4.284 -0.351 -0.816 0.205
H 4.862 1.060 -1.702 0.185
H 3.432 2.708 -2.416 0.182
H 2.560 3.004 -0.896 0.200
H 1.673 2.483 -2.331 0.220
H 3.294 0.371 -3.381 0.179
H 1.563 0.275 -2.988 0.223
H 2.685 -0.925 -2.330 0.200
```

## Properties
highest occupied orbital energy = -8.7 eV
molar mass = 669.8 g/mol
gap between HOMO and LUMO = 9.05 eV
DFT total energy = -3596.02161 Eh



2.
ORCA calculation (ωB97M-V/def2-TZVPD) on a 2-piece molecular cluster, C20H38Cl2FIO7P3S2 overall at a distorted geometry.

XYZ file:
```
74
Properties=species:S:1:pos:R:3:lowdin_charge:R:1
C -3.887 -2.984 -1.474 0.086
C -3.383 -1.864 -1.497 -0.029
C -2.786 -0.456 -1.053 -0.398
F -3.441 0.392 -2.050 -0.049
O -3.352 0.123 0.121 -0.306
P -2.115 0.626 1.296 0.464
C -3.542 1.393 2.349 -0.244
C -2.206 2.295 0.335 -0.258
C -1.488 3.583 0.848 -0.227
C -0.342 4.042 -0.207 -0.203
C 1.095 3.523 0.212 -0.227
S 2.504 4.332 -0.641 0.685
O 2.219 5.664 -1.184 -0.299
O 3.575 4.475 0.386 -0.362
O 3.126 3.271 -1.766 -0.212
C -0.662 1.018 2.491 -0.245
C -0.961 1.422 3.970 -0.808
O -0.736 0.613 4.854 -0.094
I -1.648 3.344 4.749 0.764
P -2.339 -1.454 2.010 0.321
S -2.873 -1.738 3.865 0.050
O -0.803 0.250 0.174 -0.385
C -1.149 -0.430 -1.051 -0.471
C -0.430 -1.876 -0.801 -0.200
C 0.912 -1.796 0.031 -0.198
C 1.886 -3.026 -0.380 -0.171
C 2.546 -3.590 0.975 -0.261
O 3.601 -4.545 0.743 -0.115
P -0.328 0.066 -2.687 1.068
C 1.507 0.449 -2.510 -0.405
C 2.325 -0.792 -3.097 -0.184
C -1.077 1.561 -3.528 -0.405
C -2.037 1.009 -4.717 -0.194
H -4.162 -4.057 -1.279 0.057
H -3.649 0.958 3.379 0.001
H -4.489 1.180 1.746 0.065
H -3.476 2.511 2.448 0.009
H -1.931 2.184 -0.771 0.065
H -3.327 2.527 0.278 0.090
H -1.007 3.632 1.857 0.028
H -2.233 4.453 0.812 0.115
H -0.630 3.842 -1.280 0.106
H -0.308 5.182 -0.107 0.112
H 1.195 3.714 1.333 0.120
H 1.161 2.393 0.093 0.096
H 3.647 2.585 -1.287 0.093
H 0.116 1.728 2.073 0.074
H -0.099 0.020 2.548 0.087
H -1.169 -2.279 1.816 -0.050
H -3.358 -2.105 1.219 -0.032
H -1.113 -2.628 -0.312 0.089
H -0.156 -2.284 -1.834 0.079
H 0.778 -1.923 1.159 0.085
H 1.512 -0.850 -0.088 0.100
H 2.739 -2.687 -1.038 0.092
H 1.241 -3.840 -0.843 0.119
H 2.967 -2.678 1.522 0.123
H 1.743 -4.035 1.645 0.129
H 3.937 -4.450 -0.167 0.081
H 1.724 1.325 -3.211 0.072
H 1.837 0.791 -1.486 0.045
H 3.413 -0.802 -2.794 0.070
H 1.784 -1.766 -2.881 0.042
H 2.287 -0.684 -4.235 0.076
H -0.312 2.217 -4.057 0.074
H -1.738 2.227 -2.902 0.053
H -1.750 1.431 -5.731 0.059
H -3.131 1.264 -4.528 0.064
H -1.982 -0.118 -4.752 0.039
C 4.859 -5.455 4.090 -1.031
Cl 6.038 -6.772 4.173 0.485
Cl 3.502 -5.744 5.185 0.497
H 5.348 -4.525 4.370 0.027
H 4.482 -5.382 3.070 0.004
```

## Properties
highest occupied orbital energy = -5.1 eV
molar mass = 764.4 g/mol
gap between HOMO and LUMO = 6.96 eV
DFT total energy = -4449.72024 Eh
net charge = -1



3.
ORCA calculation (ωB97M-V/def2-TZVPD) on N3NaO9 as an isolated structure at a distorted geometry.

XYZ file:
```
13
Properties=species:S:1:pos:R:3:nbo_charge:R:1
Na 0.510 0.001 1.694 0.958
N -2.595 0.503 1.618 0.725
O -1.899 0.466 2.623 -0.631
O -2.088 0.747 0.576 -0.525
O -3.786 0.169 1.532 -0.543
N 2.623 1.234 -1.052 0.729
O 3.651 1.673 -0.621 -0.455
O 2.421 0.742 -2.107 -0.356
O 1.655 1.239 -0.333 -0.481
N -0.129 -1.715 -0.971 0.708
O -1.359 -1.694 -0.883 -0.341
O 0.612 -1.828 -0.006 -0.497
O 0.383 -1.537 -2.069 -0.290
```

## Properties
highest occupied orbital energy (spin up / spin down) = -5.2 / -5.1 eV
molar mass = 209.0 g/mol
gap between HOMO and LUMO (spin up / spin down) = 7.08 / 3.69 eV
DFT total energy = -1003.40307 Eh
net charge = -1
<S²> = 0.755
spin multiplicity = 2



4.
ORCA calculation (ωB97M-V/def2-TZVPD) on the molecule C3H3NO2 at a distorted geometry.

XYZ file:
```
9
Properties=species:S:1:pos:R:3:nbo_charge:R:1
O -2.094 -0.273 -0.193 -0.682
C -0.699 -0.301 -0.109 0.418
C 0.203 0.821 0.011 -0.415
C 1.351 0.181 -0.095 0.165
O 1.247 -1.136 -0.039 -0.284
N -0.090 -1.512 -0.039 -0.148
H -2.406 -0.362 0.706 0.488
H 0.137 1.850 0.074 0.243
H 2.351 0.731 -0.316 0.215
```

## Properties
highest occupied orbital energy = -10.2 eV
molar mass = 85.1 g/mol
gap between HOMO and LUMO = 11.00 eV
DFT total energy = -321.26762 Eh
ΔE to the lowest compared entry with this formula, charge and spin = 2.994 eV
SMILES string = Oc1ccon1



5.
ORCA calculation (ωB97M-V/def2-TZVPD) on a 9-piece molecular cluster, C5H25NO10 overall at a distorted geometry.

XYZ file:
```
41
Properties=species:S:1:pos:R:3:nbo_charge:R:1
C -1.052 1.097 -0.497 -0.627
C -0.265 -0.160 -0.121 -0.139
C 1.180 0.196 0.200 0.484
O 1.712 -0.338 1.148 -0.586
N -0.300 -1.087 -1.281 -0.406
C -1.584 -1.741 -1.495 -0.414
C 0.528 -0.990 -2.323 0.542
O 1.566 -0.337 -2.393 -0.677
H -2.089 0.912 -0.768 0.226
H -0.935 1.856 0.280 0.242
H -0.587 1.513 -1.397 0.214
H -0.746 -0.677 0.696 0.197
H 1.713 0.831 -0.510 0.182
H -2.427 -1.090 -1.312 0.199
H -1.726 -2.159 -2.485 0.221
H -1.621 -2.591 -0.810 0.211
H 0.275 -1.546 -3.228 0.133
O -2.407 -1.947 2.492 -0.945
H -1.553 -1.773 2.070 0.462
H -2.125 -2.253 3.363 0.485
O 2.457 -2.641 -0.844 -0.965
H 3.026 -2.434 -0.101 0.484
H 2.779 -2.284 -1.673 0.483
O 1.041 -1.942 3.369 -0.963
H 1.448 -1.418 4.071 0.468
H 1.076 -1.327 2.614 0.482
O 1.770 2.515 -2.882 -0.959
H 2.594 3.011 -2.983 0.479
H 1.878 1.749 -3.460 0.496
O -0.687 3.795 -3.348 -0.958
H 0.161 3.468 -2.993 0.491
H -1.269 3.038 -3.222 0.454
O -0.217 0.762 4.244 -0.939
H -0.032 0.089 3.582 0.468
H 0.569 1.313 4.278 0.465
O -4.904 -0.486 0.383 -0.940
H -4.557 -1.158 -0.213 0.459
H -4.418 -0.648 1.200 0.483
O 1.395 2.430 1.803 -0.950
H 1.218 3.133 2.444 0.479
H 2.362 2.330 1.785 0.479
```

## Properties
highest occupied orbital energy = -10.1 eV
molar mass = 259.3 g/mol
gap between HOMO and LUMO = 10.18 eV
DFT total energy = -1012.63864 Eh
ΔE to the lowest compared entry with this formula, charge and spin = 2.302 eV
SMILES string = C[C@H](C=O)N(C)C=O.O.O.O.O.O.O.O.O